[1]
15
Properties=species:S:1:pos:R:3 method="wB97M-V/def2-TZVPD" charge=0 gap_ev="8.1404 / 7.5756" spin_multiplicity=1 e_lumo_ev="-0.682 / -1.209" de_lowest_ev=5.3634
C 1.23 -0.21 -0.80
N 0.30 0.52 0.01
C -0.31 1.67 -0.64
C -0.62 -0.26 0.77
O -1.30 0.25 1.74
C -0.28 -1.61 1.27
H 1.97 0.48 -1.22
H 1.76 -0.94 -0.18
H 0.77 -0.75 -1.65
H -0.78 1.41 -1.61
H 0.44 2.44 -0.81
H -1.08 2.07 0.03
H -0.27 -1.73 2.35
H -0.45 -2.50 0.67
H -1.38 -0.83 0.07

***

[2]
61
Properties=species:S:1:pos:R:3 method="wB97M-V/def2-TZVPD" charge=0 gap_ev=9.8054 spin_multiplicity=1 e_lumo_ev=0.560 smiles="CCOC(=O)CCC[C@@H]1CCNC1=O.O=S1(=O)CCCC1.O=S1(=O)CCCC1"
C -2.91 -0.66 -4.44
C -3.07 0.62 -3.62
O -2.26 1.71 -4.06
C -0.95 1.64 -3.69
O -0.19 1.03 -4.31
C -0.45 2.43 -2.50
C 0.16 1.57 -1.39
C -0.96 1.01 -0.47
C -0.87 -0.48 -0.06
C 0.47 -1.24 -0.03
C 0.47 -1.85 -1.41
N -0.89 -2.46 -1.44
C -1.72 -1.51 -0.82
O -2.89 -1.58 -0.86
H -3.00 -1.52 -3.78
H -1.97 -0.71 -4.97
H -3.72 -0.75 -5.15
H -4.09 0.95 -3.72
H -2.94 0.39 -2.57
H -1.26 3.02 -2.07
H 0.29 3.14 -2.85
H 0.83 0.83 -1.77
H 0.75 2.26 -0.79
H -0.99 1.60 0.43
H -1.91 1.16 -0.96
H -1.32 -0.52 0.94
H 1.38 -0.76 0.31
H 0.23 -2.10 0.60
H 1.30 -2.49 -1.67
H 0.42 -1.10 -2.21
H -1.11 -2.60 -2.42
O 2.81 0.40 -0.66
S 4.15 0.60 -1.16
O 4.39 1.24 -2.43
C 5.13 1.40 0.10
C 5.70 0.24 0.92
C 6.15 -0.81 -0.10
C 5.02 -0.98 -1.12
H 4.49 2.07 0.68
H 5.91 1.96 -0.39
H 6.52 0.58 1.56
H 4.92 -0.18 1.57
H 7.06 -0.46 -0.60
H 6.39 -1.76 0.38
H 5.39 -1.20 -2.11
H 4.31 -1.74 -0.80
O -0.57 0.16 4.41
S -1.84 0.54 3.83
O -1.92 1.53 2.78
C -2.70 -0.94 3.31
C -3.50 -1.35 4.55
C -4.09 -0.06 5.12
C -2.97 0.98 5.15
H -1.98 -1.69 2.99
H -3.36 -0.67 2.49
H -4.27 -2.08 4.30
H -2.83 -1.81 5.28
H -4.90 0.29 4.48
H -4.51 -0.22 6.12
H -3.34 1.99 4.98
H -2.41 0.95 6.09

***

[3]
68
Properties=species:S:1:pos:R:3 method="wB97M-V/def2-TZVPD" charge=-2 gap_ev="3.9627 / 5.3328" spin_multiplicity=3 e_lumo_ev="4.192 / 4.181" s2=2.041 de_lowest_ev=1.3495
Ti -0.12 -0.81 0.21
O 2.00 0.86 3.19
C 1.15 0.95 2.32
N 1.24 0.53 1.02
C 2.48 0.51 0.43
O 3.49 1.07 0.86
C 2.45 -0.15 -0.89
C 3.63 -0.41 -1.56
C 3.60 -1.02 -2.80
C 2.34 -1.32 -3.33
C 1.20 -1.05 -2.61
N 1.21 -0.48 -1.38
C -0.19 1.54 2.69
C -0.55 1.61 4.04
C -1.79 2.11 4.36
C -2.63 2.53 3.34
C -2.17 2.45 2.03
N -0.98 1.97 1.71
H 4.55 -0.14 -1.07
H 4.50 -1.27 -3.34
H 2.24 -1.80 -4.30
H 0.22 -1.30 -2.98
H 0.15 1.25 4.78
H -2.11 2.17 5.39
H -3.62 2.92 3.54
H -2.80 2.76 1.21
C -6.60 0.75 -1.04
O -6.64 -0.12 0.06
C -5.42 -0.54 0.55
C -5.46 -1.41 1.64
C -4.29 -1.88 2.19
C -3.01 -1.52 1.70
C -1.80 -1.98 2.28
C -1.70 -2.96 3.41
O -0.65 -1.57 1.85
C -3.00 -0.64 0.57
O -1.88 -0.22 0.00
C -4.20 -0.16 0.02
H -7.64 0.99 -1.29
H -6.12 0.28 -1.91
H -6.06 1.68 -0.81
H -6.42 -1.72 2.04
H -4.36 -2.56 3.03
H -2.66 -3.35 3.75
H -1.20 -2.49 4.27
H -1.07 -3.79 3.09
H -4.10 0.48 -0.84
S 1.93 -6.90 -3.80
C 1.43 -5.67 -2.78
S 2.38 -5.06 -1.48
C 1.25 -3.86 -0.86
C 0.09 -3.77 -1.55
S -1.20 -2.67 -1.20
S -0.07 -4.86 -2.91
S 1.70 -2.92 0.50
C -1.98 3.59 -3.35
Sb -0.78 1.95 -2.56
C 0.68 2.07 -4.16
C 0.36 3.24 -1.27
H -1.34 4.42 -3.63
H -2.69 3.92 -2.59
H -2.55 3.25 -4.22
H 0.76 3.10 -4.51
H 0.40 1.42 -4.99
H 1.64 1.73 -3.77
H 0.91 3.96 -1.88
H 1.05 2.65 -0.67
H -0.32 3.77 -0.60

***

Per-record E, Eh: -287.63535, -2083.43312, -4665.77984